Version a
Computed, not measured: the ion CH7N2Si with charge +1, with the ωB97M-V functional and the def2-TZVPD basis.

```
11
CH7N2Si the ωB97M-V functional and the def2-TZVPD basis
N 1.038 -1.162 0.467
C 0.400 -0.145 -0.003
N 1.076 0.877 -0.549
Si -1.532 0.203 0.010
H 1.985 -1.317 0.396
H 0.437 -1.806 0.792
H 2.128 1.102 -0.411
H 0.451 1.634 -0.791
H -2.193 0.026 -1.346
H -2.146 -0.920 0.663
H -1.645 1.510 0.773
```

Properties
SMILES = NC(=[NH2+])[SiH3]
Net charge = +1

***

Version b
Computed, not measured: a cluster of 2 separate species, CH7N2Si in total, with the ωB97M-V functional and the def2-TZVPD basis.

```
11
CH7N2Si the ωB97M-V functional and the def2-TZVPD basis
C 2.388 0.428 -0.140
N 1.499 -0.459 0.005
N -1.110 -0.069 0.533
Si -2.547 0.096 -0.323
H 3.434 0.086 -0.264
H 1.865 -1.496 0.156
H -0.022 -0.003 0.226
H 1.949 1.340 -0.301
H -3.758 0.002 0.449
H -2.472 0.435 -1.830
H -1.226 -0.359 1.488
```

Properties
Net charge = +1

***

Tell me which of them is the most stable. Sure, it is version a.

***

Version a
Computed, not measured: the ion C5H8N with charge +1, with the ωB97M-V functional and the def2-TZVPD basis.

```
14
C5H8N the ωB97M-V functional and the def2-TZVPD basis
C -0.458 -0.142 0.230
C -0.656 -0.618 -0.969
C -0.830 0.603 1.403
C 0.565 0.143 1.247
C 0.324 -1.386 -1.781
N 0.263 1.620 1.178
H -1.652 -0.515 -1.308
H -1.672 0.854 2.002
H 1.360 -0.163 2.092
H -0.142 -2.172 -2.546
H 1.055 -1.805 -1.256
H 0.783 -0.639 -2.422
H 0.354 2.041 0.273
H 0.709 2.178 1.857
```

Properties
Multiplicity = 3
Net charge = +1

***

Version b
Computed, not measured: a cluster of 2 separate species, C5H8N in total, with the ωB97M-V functional and the def2-TZVPD basis.

```
14
C5H8N the ωB97M-V functional and the def2-TZVPD basis
C 1.354 -1.374 -1.246
C 2.560 -0.251 0.110
C 0.392 -0.056 0.187
C 1.380 -1.163 0.289
C -3.116 1.279 0.972
N 1.524 0.036 -0.844
H 2.175 -1.963 -1.593
H 0.408 -1.628 -1.703
H 2.771 0.472 0.954
H 3.512 -0.766 -0.303
H 0.509 0.725 1.034
H -4.003 1.137 0.393
H -3.297 1.589 1.984
H -2.147 1.132 0.573
```

Properties
Multiplicity = 3
Net charge = +1

***

Version c
Computed, not measured: the ion C5H8N with charge +1, with the ωB97M-V functional and the def2-TZVPD basis.

```
14
C5H8N the ωB97M-V functional and the def2-TZVPD basis
C 1.898 -0.130 -0.614
C 1.498 0.912 -1.457
C 0.774 -0.805 0.190
C 0.026 0.980 -0.816
C -1.683 0.019 0.765
N -0.394 0.100 0.139
H 2.908 -0.665 -0.591
H 0.421 -1.621 -0.340
H 0.822 -1.012 1.280
H 1.985 1.408 -2.248
H -0.470 1.902 -1.202
H -2.431 -0.740 0.365
H -1.329 -0.200 1.817
H -2.065 0.996 0.619
```

Properties
Multiplicity = 3
Net charge = +1

***

Version d
Computed, not measured: a cluster of 2 separate species, C5H8N in total, with the ωB97M-V functional and the def2-TZVPD basis.

```
14
C5H8N the ωB97M-V functional and the def2-TZVPD basis
C 2.684 0.173 0.045
C 1.977 -0.947 -0.039
C 1.408 1.053 -0.166
C -3.246 0.102 0.102
C -0.536 -0.537 -0.200
N 0.694 -0.251 -0.114
H 3.659 0.594 0.404
H 1.870 -1.974 0.219
H 1.127 1.605 0.746
H 1.242 1.597 -0.983
H -3.293 0.204 1.176
H -3.521 0.852 -0.779
H -3.075 -0.865 -0.390
H -0.991 -1.607 -0.020
```

Properties
Multiplicity = 3
Net charge = +1

***

Tell me which of them is the most stable. Sure, it is version c.

***

Version a
Computed, not measured: a cluster of 2 separate species, CH5N3O3S in total, with the ωB97M-V functional and the def2-TZVPD basis.

```
13
CH5N3O3S the ωB97M-V functional and the def2-TZVPD basis
N -0.417 0.079 -1.240
S -1.381 0.069 -0.076
O -2.790 0.237 -0.230
O -0.905 1.193 0.989
O -1.067 -1.225 0.721
H -0.724 0.712 -1.954
H -1.589 1.317 1.649
H -0.091 -1.412 0.598
N 1.526 -1.374 0.127
C 1.769 -0.193 -0.054
N 2.226 0.901 0.118
H 1.639 -2.088 -0.568
H 1.805 1.785 -0.079
```

Properties
SMILES = N=S(=O)(O)O.N=C=N
Net charge = 0

***

Version b
Computed, not measured: a cluster of 2 separate species, CH5N3O3S in total, with the ωB97M-V functional and the def2-TZVPD basis.

```
13
CH5N3O3S the ωB97M-V functional and the def2-TZVPD basis
C 0.765 0.460 -1.296
N 1.245 1.547 -1.080
N 0.392 -0.521 -1.941
N 0.350 -0.470 0.987
O -2.034 -0.811 0.694
O -0.963 1.234 1.949
O -0.609 -1.329 -1.491
S -0.898 -0.401 1.848
H 2.079 1.713 -0.658
H -1.530 -0.838 -0.116
H -0.517 1.668 1.240
H 0.581 -1.431 0.830
H -1.200 -1.607 -2.348
```

Properties
Net charge = 0

***

Tell me which of them is the most stable. Sure, it is version a.

***

Version a
Computed, not measured: a cluster of 4 separate species, C2H11NO5 in total, with the ωB97M-V functional and the def2-TZVPD basis.

```
19
C2H11NO5 the ωB97M-V functional and the def2-TZVPD basis
C -2.354 2.577 -0.818
N -1.767 1.523 -0.027
C -0.456 1.236 0.118
O 0.109 0.342 0.702
O 0.263 2.103 -0.674
H -2.493 3.511 -0.279
H -1.830 2.794 -1.742
H -3.309 2.187 -1.174
H -2.367 1.014 0.575
H 1.182 1.922 -0.547
O 0.450 -2.624 2.924
H -0.052 -2.102 2.269
H 0.618 -1.911 3.516
O 4.819 -3.634 0.822
H 5.645 -3.219 1.095
H 4.134 -2.968 0.687
O -0.645 -0.718 -2.713
H -0.377 -1.078 -1.857
H -1.570 -0.957 -2.879
```

Properties
SMILES = CNC(=O)O.O.O.O
Net charge = 0

***

Version b
Computed, not measured: a cluster of 4 separate species, C2H11NO5 in total, with the ωB97M-V functional and the def2-TZVPD basis.

```
19
C2H11NO5 the ωB97M-V functional and the def2-TZVPD basis
O -0.727 -1.104 1.240
C -0.840 -1.740 0.210
N -0.427 -1.276 -0.993
C 0.257 -0.010 -1.057
O 0.053 0.645 -2.302
H -1.299 -2.738 0.175
H -0.593 -1.839 -1.809
H -0.245 0.672 -0.391
H 1.308 -0.114 -0.803
H 0.230 0.022 -3.016
O -1.922 3.157 0.089
H -1.659 2.509 -0.575
H -1.122 3.382 0.579
O 1.849 -2.085 0.764
H 1.660 -1.958 1.701
H 2.716 -2.499 0.719
O 0.330 2.049 1.721
H 0.400 1.614 2.579
H 0.030 1.314 1.169
```

Properties
SMILES = O=CNCO.O.O.O
Net charge = 0

***

Tell me which of them is the most stable. Sure, it is version a.

***

Version a
Computed, not measured: a cluster of 3 separate species, C2H6N2O3 in total, with the ωB97M-V functional and the def2-TZVPD basis.

```
13
C2H6N2O3 the ωB97M-V functional and the def2-TZVPD basis
C -0.617 -0.573 1.861
C -1.956 -0.863 -1.298
N -2.317 -2.076 -1.631
N 3.930 2.798 1.597
O -1.012 -1.548 1.462
O -0.364 0.443 2.301
O -1.669 -0.211 -2.428
H -2.524 -2.156 -2.604
H -2.680 -2.819 -1.010
H 2.952 2.819 1.091
H 4.336 1.948 1.278
H 3.937 2.848 2.582
H -2.015 -0.611 -3.200
```

Properties
Net charge = 0

***

Version b
Computed, not measured: an isolated molecule of C2H6N2O3, with the ωB97M-V functional and the def2-TZVPD basis.

```
13
C2H6N2O3 the ωB97M-V functional and the def2-TZVPD basis
N 1.251 -1.637 0.363
O -0.052 -1.109 0.456
C 0.129 0.536 0.084
N -0.980 1.070 -0.554
C 0.507 1.306 1.373
O 1.417 1.023 2.080
O -0.223 2.471 1.470
H 1.016 -2.621 0.437
H 1.815 -1.423 1.189
H 0.966 0.531 -0.710
H -1.094 0.761 -1.492
H -1.864 0.703 -0.231
H -0.962 2.501 0.875
```

Properties
SMILES = NO[C@@H](N)C(=O)O
Net charge = 0

***

Tell me which of them is the most stable. Sure, it is version a.

***

Version a
Computed, not measured: a cluster of 2 separate species, CH2NO3S in total, with the ωB97M-V functional and the def2-TZVPD basis.

```
8
CH2NO3S the ωB97M-V functional and the def2-TZVPD basis
C -1.685 -0.751 -0.211
N 1.486 0.237 0.466
O -2.450 -0.772 0.643
O -1.125 -1.148 -1.126
O -0.878 1.259 0.078
S 0.520 1.155 -0.627
H 2.471 0.605 0.825
H 1.661 -0.586 -0.048
```

Properties
Net charge = -1

***

Version b
Computed, not measured: the ion CH2NO3S with charge -1, with the ωB97M-V functional and the def2-TZVPD basis.

```
8
CH2NO3S the ωB97M-V functional and the def2-TZVPD basis
O 1.571 -1.487 -0.361
C 1.291 -0.321 -0.315
O 1.751 0.766 -0.400
N -0.472 -0.080 -0.269
O -0.726 1.325 0.000
S -1.096 -1.133 0.940
H 0.069 1.928 -0.032
H -2.388 -0.998 0.436
```

Properties
SMILES = O=C([O-])N(O)S
Net charge = -1

***

Tell me which of them is the most stable. Sure, it is version a.

***

Version a
Computed, not measured: a cluster of 2 separate species, C10H13O2 in total, with the ωB97M-V functional and the def2-TZVPD basis.

```
25
C10H13O2 the ωB97M-V functional and the def2-TZVPD basis
C -0.195 1.654 1.722
C -1.501 0.899 1.546
C 0.662 0.929 2.761
O 0.156 1.023 3.911
O 1.696 0.340 2.314
H 0.365 1.674 0.761
H -0.268 2.765 1.831
H -1.181 -0.097 1.189
H -2.027 1.430 0.758
H -2.305 0.663 2.327
C 2.306 -0.283 -0.408
C -0.987 0.076 -2.392
C -1.589 -1.227 -2.144
C 0.284 0.383 -1.811
C 0.991 -0.597 -1.086
C -0.991 -2.047 -1.330
C 0.343 -1.839 -0.836
H -1.641 0.902 -2.888
H -2.529 -1.412 -2.555
H 1.060 1.112 -1.985
H -1.506 -3.053 -1.198
H 2.252 0.474 0.352
H 3.138 -0.219 -1.047
H 0.791 -2.413 0.105
H 2.675 -1.139 0.103
```

Properties
Net charge = -1

***

Version b
Computed, not measured: a cluster of 2 separate species, C10H13O2 in total, with the ωB97M-V functional and the def2-TZVPD basis.

```
25
C10H13O2 the ωB97M-V functional and the def2-TZVPD basis
C -0.309 0.947 -2.474
C -1.430 0.928 -1.439
C 1.128 0.885 -1.918
O 1.716 -0.218 -2.010
O 1.601 1.961 -1.492
H -0.494 0.065 -3.127
H -0.394 1.866 -3.003
H -1.661 -0.115 -1.212
H -2.366 1.238 -1.895
H -1.229 1.348 -0.450
C -2.470 -0.468 2.513
C -0.176 0.388 1.903
C -1.103 -0.630 1.951
C 0.992 0.368 1.140
C -0.821 -1.824 1.252
C 1.354 -0.887 0.613
C 0.428 -1.917 0.635
H -0.218 1.362 2.485
H 1.662 1.186 1.040
H -2.923 -1.421 2.852
H -3.310 -0.227 1.879
H -1.446 -2.749 1.232
H 2.266 -0.878 -0.088
H 0.757 -2.803 0.121
H -2.470 0.264 3.356
```

Properties
Net charge = -1

***

Tell me which of them is the most stable. Sure, it is version b.